Formula: C4H11NO2S
Source: the OMol25 dataset
Level of theory: ωB97M-V with the def2-TZVPD basis set

Results
E_LUMO (eV): 0.6
Energy relative to the best compared isomer or geometry (same formula, charge and spin) (eV): 0.7185
Kohn-Sham gap (eV): 9.7
HOMO level (eV): -9.069

ORCA input file:
```
! RIJCOSX wB97M-V def2-TZVPD def2/J DEFGRID3
* xyz 0 1
C -0.02 -0.96 2.64
N -0.89 -1.03 1.48
C -0.60 -0.53 0.26
O -1.25 -0.98 -0.70
C 0.57 0.42 0.17
C 0.79 1.05 -1.23
S 2.51 1.31 -1.60
H -0.52 -1.18 3.59
H 0.73 -1.76 2.68
H 0.42 0.04 2.67
H -1.73 -1.55 1.66
H 1.42 -0.12 0.58
H 0.47 1.26 0.86
H 0.39 0.33 -1.92
H 0.15 1.93 -1.21
H 2.65 2.60 -1.25
O -1.60 0.00 -3.21
H -2.31 0.00 -2.57
H -1.16 -0.81 -2.89
*
```

Mulliken population analysis, charges in e, atoms 1 to 4: atom 1 (C): -0.86, atom 2 (N): -0.18, atom 3 (C): 0.61, atom 4 (O): -0.66